(1)
This record from the OMol25 dataset describes a structure of composition C31H33KN5O2Se2. The level of theory is ωB97M-V/def2-TZVPD.

Last column: Mulliken charge in e.
Geometry (Å):
Se (-3.441, 2.951, 2.174)  -0.067
Se (-4.422, 1.202, 1.052)  -0.065
K (-0.033, 0.262, -0.302)  1.088
O (-0.328, -2.216, -1.028)  -0.372
O (0.653, 1.456, 2.052)  -0.595
N (-2.262, -0.563, 1.263)  0.141
N (-0.203, -0.087, -3.139)  0.361
N (-1.809, 2.799, -0.130)  -0.180
N (2.476, 1.100, -1.584)  1.323
N (2.110, -0.813, 1.016)  0.500
C (-0.209, 4.957, 0.560)  -0.592
C (-3.407, -0.244, 1.845)  -0.137
C (1.002, -1.280, 4.439)  -0.518
C (-1.906, -3.909, -1.433)  -0.627
C (-0.006, 4.289, -0.637)  -0.634
C (1.177, -0.556, 3.253)  1.367
C (2.333, 1.899, -2.798)  -0.566
C (-3.095, -3.999, -3.537)  -0.761
C (-0.910, -1.000, -3.687)  -0.258
C (0.165, -0.870, 5.454)  -0.761
C (-1.951, -2.239, 2.938)  -1.047
C (-3.908, -0.879, 2.970)  -0.548
C (1.985, -1.195, 2.222)  -0.869
C (-2.000, 3.459, 0.994)  0.350
C (0.509, 0.713, 3.062)  -0.070
C (-0.373, 1.091, 4.140)  -0.484
C (2.875, -1.636, 0.110)  -0.505
C (0.227, 0.980, -4.020)  -0.908
C (-1.547, -1.548, 1.802)  0.092
C (3.913, -0.806, -0.643)  -1.353
C (-3.151, -1.898, 3.529)  -0.370
C (-1.183, -2.723, -1.808)  0.167
C (-1.223, 4.540, 1.395)  -0.447
C (3.418, 0.007, -1.835)  -0.914
C (-1.499, -2.196, -3.111)  0.671
C (-2.819, -4.510, -2.256)  -0.431
C (-0.825, 3.211, -0.929)  -0.993
C (2.912, 1.962, -0.493)  -1.032
C (-0.536, 0.337, 5.271)  -0.567
C (-2.423, -2.864, -3.931)  -0.758
C (1.738, 1.211, -4.025)  -0.965
H (4.446, -0.171, 0.070)  0.322
H (2.943, -0.687, -2.531)  0.207
H (4.656, -1.493, -1.061)  0.485
H (3.926, 2.368, -0.668)  0.308
H (-2.620, -2.451, -4.917)  0.265
H (2.243, 0.266, -4.234)  0.302
H (2.478, -2.128, 2.549)  -0.011
H (2.182, -2.099, -0.603)  0.032
H (-1.148, -0.888, -4.760)  0.009
H (1.954, 1.867, -4.875)  0.510
H (1.538, -2.221, 4.543)  0.284
H (-0.095, 0.792, -5.058)  0.497
H (-3.337, -5.403, -1.918)  0.365
H (3.325, 2.306, -3.078)  0.386
H (-1.410, 5.029, 2.342)  0.359
H (2.881, 1.422, 0.451)  0.182
H (-3.810, -4.480, -4.191)  0.364
H (3.399, -2.450, 0.639)  0.547
H (-3.495, -2.408, 4.421)  0.393
H (-0.919, 2.018, 4.008)  0.349
H (-1.220, 0.678, 6.043)  0.391
H (-4.851, -0.567, 3.396)  0.440
H (-0.686, 2.635, -1.841)  0.982
H (4.311, 0.421, -2.347)  0.420
H (-0.258, 1.917, -3.718)  0.324
H (0.421, 5.791, 0.843)  0.376
H (-0.623, -1.819, 1.298)  0.515
H (1.707, 2.762, -2.552)  -0.095
H (0.779, 4.585, -1.320)  0.490
H (2.219, 2.797, -0.398)  0.188
H (0.047, -1.460, 6.353)  0.371
H (-1.318, -3.011, 3.353)  0.405
H (-1.690, -4.312, -0.450)  0.379

Results
net charge	-1
Kohn-Sham gap	6.17	eV
ΔE to the lowest compared entry with this formula, charge and spin	0.323	eV
2S+1	1

---

(2)
This record from the OMol25 dataset describes a structure of composition C31H33N6O6RuS2. The level of theory is ωB97M-V/def2-TZVPD.

Last column: Mulliken spin population.
Geometry (Å):
Ru (0.363, 0.154, 0.080)  4.143
S (-1.301, -2.639, 3.660)  0.014
S (-1.622, -3.351, -2.646)  0.013
O (1.536, 0.950, -1.703)  0.143
O (2.230, -0.982, -0.966)  0.098
O (7.155, -0.920, -5.850)  0.000
O (1.905, 0.372, 1.584)  0.069
O (3.798, 0.251, 3.928)  0.001
O (5.813, 0.196, -7.129)  0.000
N (6.108, -0.344, -6.080)  0.000
N (-0.835, 1.887, 1.339)  0.134
N (-0.908, 1.580, -1.381)  0.150
N (-0.666, -1.241, 1.664)  0.087
N (-0.742, -1.574, -1.090)  0.067
N (3.685, -1.908, 2.123)  0.006
C (5.101, -0.292, -4.980)  0.000
C (2.874, -0.690, 4.152)  0.007
C (4.376, -1.104, 1.354)  0.004
C (-1.830, 2.650, 0.556)  0.002
C (-1.761, -3.632, -0.972)  0.008
C (-1.250, 2.894, -0.809)  0.000
C (5.354, -0.991, -3.818)  0.001
C (3.965, 0.473, -5.154)  0.000
C (5.408, 0.935, 0.605)  -0.005
C (-0.476, -0.967, -3.515)  0.002
C (-1.240, -2.592, -0.289)  0.012
C (4.211, 2.983, 0.475)  -0.006
C (3.289, -0.147, -2.929)  0.036
C (2.797, -1.743, 3.241)  -0.009
C (-1.170, -2.431, 1.163)  0.031
C (3.064, 2.349, 0.899)  0.008
C (-1.562, -3.307, 2.112)  0.000
C (2.040, -0.704, 5.268)  0.000
C (-0.881, -1.843, -2.371)  0.013
C (4.053, 1.222, 4.952)  0.000
C (4.430, -0.925, -2.792)  0.002
C (3.059, 0.555, -4.109)  0.007
C (-0.672, -1.209, 2.978)  -0.021
C (1.146, -2.843, 4.625)  -0.001
C (2.316, -0.065, -1.806)  -0.052
C (5.406, 2.272, 0.321)  0.012
C (3.035, 0.980, 1.206)  0.004
C (4.254, 0.281, 1.096)  0.013
C (-0.220, -0.063, 3.829)  0.014
C (1.948, -2.815, 3.500)  0.006
C (1.187, -1.771, 5.505)  0.001
H (0.502, -0.530, -3.340)  0.001
H (5.145, -1.628, 0.793)  0.000
H (4.930, 1.768, 4.627)  0.000
H (3.213, 1.910, 5.054)  0.000
H (1.944, -3.657, 2.808)  0.000
H (-1.992, -4.294, 1.988)  0.000
H (-1.053, 0.626, 4.010)  0.002
H (-1.743, 1.084, -1.673)  -0.001
H (6.308, 2.771, -0.009)  0.001
H (-2.102, 3.584, 1.037)  0.004
H (6.324, 0.359, 0.494)  0.000
H (-1.270, 1.483, 2.158)  -0.002
H (-1.946, 3.451, -1.430)  0.006
H (4.191, 4.044, 0.249)  0.000
H (-1.199, -0.162, -3.662)  0.001
H (3.877, -2.882, 1.953)  -0.001
H (4.597, -1.470, -1.871)  0.003
H (-0.280, 1.666, -2.170)  -0.013
H (2.086, 0.109, 5.980)  0.000
H (-0.436, -1.539, -4.441)  0.000
H (4.257, 0.738, 5.906)  0.000
H (2.134, 2.897, 1.006)  -0.010
H (0.506, -3.697, 4.820)  0.001
H (0.579, -1.777, 6.403)  0.000
H (6.258, -1.576, -3.740)  0.000
H (3.809, 0.993, -6.088)  0.000
H (-2.214, -4.537, -0.585)  0.000
H (-0.099, 2.500, 1.670)  -0.013
H (-2.728, 2.041, 0.465)  0.000
H (0.604, 0.463, 3.346)  -0.001
H (-0.332, 3.476, -0.728)  0.003
H (2.182, 1.182, -4.202)  0.002
H (0.114, -0.415, 4.801)  0.000

Results
expectation value of S²	8.756
net charge	+2
Kohn-Sham gap (alpha / beta)	7.56 / 6.25	eV
ΔE to the lowest compared entry with this formula, charge and spin	1.760	eV
2S+1	6

---

(3)
This record from the OMol25 dataset describes a structure of composition C31H34ClFeNOP. The level of theory is ωB97M-V/def2-TZVPD.

Last column: Mulliken spin population.
Geometry (Å):
Fe (-1.482, -0.341, 0.142)  1.459
Cl (-2.537, 0.784, 1.589)  -0.018
P (0.463, 1.162, 0.023)  -0.141
O (-3.102, 0.029, -1.694)  0.001
N (-1.914, 0.727, -1.623)  -0.017
C (-1.994, -2.030, 3.048)  0.006
C (1.324, 3.478, -1.073)  -0.005
C (-2.395, -2.456, 0.585)  0.026
C (1.808, 0.080, -2.042)  -0.016
C (0.773, 3.004, 4.179)  -0.026
C (3.187, 0.373, -0.075)  -0.016
C (0.258, 2.585, -1.095)  -0.020
C (-0.081, 3.539, 3.220)  0.009
C (2.909, -0.354, -2.759)  0.005
C (4.153, -0.424, -2.135)  -0.016
C (1.491, 1.324, 2.620)  -0.017
C (-1.913, -2.549, -0.715)  -0.007
C (-2.870, -2.714, -1.878)  0.008
C (0.387, -2.426, 0.111)  0.022
C (-3.867, -2.663, 0.879)  -0.003
C (0.666, 1.882, 1.638)  -0.032
C (4.288, -0.063, -0.803)  0.004
C (-1.959, 1.932, -2.024)  0.000
C (0.225, 4.862, -2.709)  0.002
C (1.942, 0.456, -0.697)  -0.057
C (-0.839, 3.974, -2.731)  -0.010
C (1.868, -2.585, -0.099)  0.001
C (-0.100, -2.256, 1.409)  -0.008
C (0.834, -2.221, 2.598)  0.003
C (-0.817, 2.835, -1.934)  0.003
C (1.305, 4.612, -1.875)  -0.006
C (-0.523, -2.552, -0.960)  -0.042
C (-0.142, 2.980, 1.956)  -0.020
C (-1.484, -2.236, 1.645)  -0.056
C (-0.050, -2.830, -2.369)  -0.004
C (1.554, 1.897, 3.881)  0.008
H (-3.883, 0.556, -1.946)  0.001
H (-1.372, -1.327, 3.598)  -0.002
H (2.138, 5.303, -1.840)  0.000
H (-1.994, -2.978, 3.595)  -0.002
H (-2.881, 2.308, -2.464)  0.000
H (0.209, 5.744, -3.336)  0.000
H (2.083, 0.444, 2.421)  -0.003
H (-0.814, 3.404, 1.221)  -0.002
H (-2.497, -2.231, -2.777)  0.000
H (-1.687, 4.157, -3.382)  0.000
H (-3.005, -3.774, -2.111)  -0.001
H (2.806, -0.625, -3.803)  0.000
H (-0.180, -1.965, -3.025)  -0.001
H (2.154, -3.629, 0.070)  -0.003
H (-4.419, -1.720, 0.933)  -0.001
H (2.182, -2.316, -1.100)  0.000
H (5.259, -0.108, -0.324)  0.000
H (0.821, 3.447, 5.166)  -0.001
H (-0.632, -3.642, -2.803)  0.000
H (1.104, -1.201, 2.874)  0.000
H (2.210, 1.474, 4.633)  0.000
H (2.436, -1.985, 0.600)  -0.001
H (0.365, -2.669, 3.470)  0.001
H (-3.845, -2.297, -1.659)  0.000
H (0.994, -3.120, -2.402)  -0.001
H (-3.994, -3.165, 1.835)  0.000
H (0.846, 0.155, -2.539)  0.000
H (1.749, -2.771, 2.402)  -0.002
H (-3.007, -1.640, 3.051)  0.000
H (-0.706, 4.389, 3.463)  0.000
H (5.021, -0.745, -2.698)  0.000
H (3.329, 0.689, 0.946)  -0.002
H (-4.332, -3.282, 0.119)  0.000
H (2.173, 3.303, -0.422)  -0.002

Results
expectation value of S²	1.145
net charge	+2
Kohn-Sham gap (alpha / beta)	6.36 / 8.10	eV
ΔE to the lowest compared entry with this formula, charge and spin	1.741	eV
2S+1	2

---

Which value of net charge does entry 3 give? +2

---

Which of these has the lowest net charge? C31H33KN5O2Se2